# 1
2 unconnected molecules or ions with the total composition C6H14N2O2 at a distorted geometry. Source: the OMol25 dataset; level of theory: wB97M-V/def2-TZVPD.

The geometry in XYZ format:
```
24
Properties=species:S:1:pos:R:3
C 0.3476 3.1571 0.3487
N -0.1744 2.0621 1.2247
C 0.7464 1.3246 1.9847
C 0.1175 0.0588 2.5111
O 1.7894 1.7189 2.4433
H 0.7097 2.8220 -0.6658
H -0.4652 3.8979 0.2919
H 1.0630 3.7243 1.0013
H -1.0462 1.7417 0.9374
H 0.2569 -0.6641 1.7035
H 0.6183 -0.3051 3.3768
H -0.9533 -0.0484 2.7523
C -1.9836 -0.9464 -1.8920
N -0.5847 -0.9657 -1.4992
C 0.2732 -1.9859 -1.9028
C 1.4507 -2.2812 -1.0082
O -0.0703 -2.5098 -2.9395
H -2.3696 -1.9332 -2.0491
H -2.5589 -0.4995 -1.0028
H -2.2188 -0.3570 -2.7496
H -0.3709 -0.6064 -0.5784
H 2.3400 -1.6811 -1.1425
H 1.2652 -2.4073 0.0900
H 1.8182 -3.3166 -1.2358
```

Properties
total energy: -496.9934 Ha
charge: 0
HOMO: -9.816 eV
largest force on an atom: 4.18 eV Å⁻¹
M: 146.190 g mol⁻¹
SMILES string: CNC(C)=O.CNC(C)=O

***

# 2
A molecular structure, C11H9NO at a distorted geometry. Source: the OMol25 dataset; level of theory: wB97M-V/def2-TZVPD.

The geometry in XYZ format:
```
22
Properties=species:S:1:pos:R:3
C 3.1091 0.6466 0.2345
C 2.7505 0.8907 -1.0969
C 2.1042 0.6692 1.2154
C 1.5137 1.2618 -1.4599
C 0.8471 1.0355 0.8720
C 0.5417 1.4972 -0.4405
C -2.1777 -2.6315 -0.4723
C -3.0277 -1.8968 0.5438
C -1.8801 1.7856 -0.2863
C -1.0487 -2.0424 -0.0615
C -1.9460 -1.3405 1.0832
N -0.7697 1.6951 -0.7856
O -3.0052 1.9012 -0.0512
H 4.0940 0.2261 0.3774
H 3.5120 0.9433 -1.8216
H 2.3359 0.4055 2.2529
H 1.1871 1.4084 -2.4988
H 0.1125 1.1168 1.6508
H -2.3974 -3.2817 -1.2114
H -4.0657 -1.9406 0.7788
H -0.1194 -1.7005 -0.6016
H -1.6701 -0.6489 1.7789
```

Properties
total energy: -554.3811 Ha
charge: 0
HOMO: -7.779 eV
largest force on an atom: 3.68 eV Å⁻¹
M: 171.199 g mol⁻¹

***

Please write out number 2 again, unchanged.
A molecular structure, C11H9NO at a distorted geometry. Source: the OMol25 dataset; level of theory: wB97M-V/def2-TZVPD.

The geometry in XYZ format:
```
22
Properties=species:S:1:pos:R:3
C 3.1091 0.6466 0.2345
C 2.7505 0.8907 -1.0969
C 2.1042 0.6692 1.2154
C 1.5137 1.2618 -1.4599
C 0.8471 1.0355 0.8720
C 0.5417 1.4972 -0.4405
C -2.1777 -2.6315 -0.4723
C -3.0277 -1.8968 0.5438
C -1.8801 1.7856 -0.2863
C -1.0487 -2.0424 -0.0615
C -1.9460 -1.3405 1.0832
N -0.7697 1.6951 -0.7856
O -3.0052 1.9012 -0.0512
H 4.0940 0.2261 0.3774
H 3.5120 0.9433 -1.8216
H 2.3359 0.4055 2.2529
H 1.1871 1.4084 -2.4988
H 0.1125 1.1168 1.6508
H -2.3974 -3.2817 -1.2114
H -4.0657 -1.9406 0.7788
H -0.1194 -1.7005 -0.6016
H -1.6701 -0.6489 1.7789
```

Properties
total energy: -554.3811 Ha
charge: 0
HOMO: -7.779 eV
largest force on an atom: 3.68 eV Å⁻¹
M: 171.199 g mol⁻¹

***

What did the second record say?
A molecular structure, C11H9NO at a distorted geometry. Source: the OMol25 dataset; level of theory: wB97M-V/def2-TZVPD.

The geometry in XYZ format:
```
22
Properties=species:S:1:pos:R:3
C 3.1091 0.6466 0.2345
C 2.7505 0.8907 -1.0969
C 2.1042 0.6692 1.2154
C 1.5137 1.2618 -1.4599
C 0.8471 1.0355 0.8720
C 0.5417 1.4972 -0.4405
C -2.1777 -2.6315 -0.4723
C -3.0277 -1.8968 0.5438
C -1.8801 1.7856 -0.2863
C -1.0487 -2.0424 -0.0615
C -1.9460 -1.3405 1.0832
N -0.7697 1.6951 -0.7856
O -3.0052 1.9012 -0.0512
H 4.0940 0.2261 0.3774
H 3.5120 0.9433 -1.8216
H 2.3359 0.4055 2.2529
H 1.1871 1.4084 -2.4988
H 0.1125 1.1168 1.6508
H -2.3974 -3.2817 -1.2114
H -4.0657 -1.9406 0.7788
H -0.1194 -1.7005 -0.6016
H -1.6701 -0.6489 1.7789
```

Properties
total energy: -554.3811 Ha
charge: 0
HOMO: -7.779 eV
largest force on an atom: 3.68 eV Å⁻¹
M: 171.199 g mol⁻¹

***

> Which formula does entry 2 have?

C11H9NO